Record 1
# C5H33O14

A 13-piece molecular cluster, C5H33O14 overall in a non-equilibrium geometry (ωB97M-V/def2-TZVPD, the Open Molecules 2025 dataset).

Computed properties:
* 2S+1: 2
* charge: 0
* Kohn-Sham gap (alpha / beta): 7.198 / 3.176 eV
* total energy: -34379.873 eV

Each line ends with the natural charge from an NBO analysis.
CARTESIAN COORDINATES (ANGSTROEM)
O  1.897  2.496  -0.581  -0.161
C  2.387  2.089  -1.585  0.493
C  1.559  1.211  -2.590  -0.453
C  0.034  1.218  -2.333  -0.417
C  -0.590  2.578  -2.032  -0.455
C  -1.810  2.556  -1.063  -0.053
O  -1.604  2.658  0.332  -0.763
H  3.412  2.124  -1.857  0.274
H  2.030  0.163  -2.451  0.371
H  1.744  1.519  -3.648  0.259
H  -0.064  0.546  -1.494  0.224
H  -0.477  0.782  -3.178  0.283
H  0.036  3.365  -1.617  0.217
H  -1.020  3.113  -2.894  0.238
H  -2.478  3.371  -1.376  0.178
H  -2.289  1.504  -1.122  0.187
H  -0.031  -3.066  -1.905  0.479
H  0.461  -4.030  -0.986  0.477
O  0.582  -3.824  -1.930  -0.974
H  0.705  2.649  2.218  0.502
H  0.238  0.143  4.069  0.481
O  -0.440  -0.477  3.797  -1.028
H  -2.255  0.779  0.084  0.504
H  -2.695  -0.682  0.807  0.537
O  -2.594  -0.112  0.018  -1.023
H  1.490  2.836  1.096  0.466
H  -0.793  3.144  0.607  0.504
O  0.944  3.423  1.660  -0.947
H  -2.200  -1.379  3.245  0.524
H  -1.394  -1.470  1.800  0.498
O  -2.240  -1.554  2.303  -1.031
H  3.285  -2.421  0.886  0.484
H  1.976  -1.868  1.622  0.521
O  2.958  -1.746  1.491  -0.987
H  2.657  0.363  2.352  0.485
H  1.179  -0.074  2.110  0.495
O  1.741  0.667  2.491  -1.034
H  -0.054  -1.025  3.019  0.496
H  -0.002  -0.539  0.982  0.460
O  0.322  -1.300  1.472  -1.235
H  -1.115  -3.765  1.432  0.469
H  0.157  -2.948  1.305  0.500
O  -0.179  -3.888  1.213  -0.994
H  1.057  -1.132  -0.644  0.495
H  2.421  -1.090  0.000  0.500
O  1.976  -0.871  -0.842  -1.019
H  -1.505  -2.611  -0.340  0.487
H  -1.875  -1.304  -1.073  0.468
O  -1.486  -2.207  -1.228  -0.984
H  -2.432  -0.732  -3.373  0.475
H  -2.616  -0.454  -1.875  0.472
O  -2.721  -0.045  -2.756  -0.946

Record 2
# C5H34N2O12

A 12-piece molecular cluster, C5H34N2O12 overall in a non-equilibrium geometry (ωB97M-V/def2-TZVPD, the Open Molecules 2025 dataset).

Computed properties:
* charge: 0
* Kohn-Sham gap: 9.719 eV
* SMILES: CC(C)[C@H](N)C(N)=O.O.O.O.O.O.O.O.O.O.O.O
* total energy: -33286.762 eV

Each line ends with the natural charge from an NBO analysis.
CARTESIAN COORDINATES (ANGSTROEM)
N  -0.143  1.820  2.279  -0.901
C  1.265  1.436  2.825  -0.136
C  1.551  -0.045  2.868  -0.222
C  2.881  -0.379  3.638  -0.610
C  1.575  -0.695  1.466  -0.619
C  2.397  2.278  2.188  0.655
N  2.112  2.850  0.996  -0.819
O  3.341  2.541  2.914  -0.610
H  -0.836  1.119  2.536  0.386
H  -0.454  2.707  2.579  0.373
H  1.254  1.837  3.922  0.220
H  0.803  -0.665  3.518  0.207
H  3.203  -1.338  3.131  0.204
H  2.683  -0.472  4.668  0.210
H  3.807  0.186  3.453  0.237
H  1.813  -1.776  1.468  0.227
H  0.637  -0.473  1.006  0.186
H  2.326  -0.112  0.929  0.216
H  1.215  2.586  0.683  0.399
H  2.685  3.415  0.425  0.403
H  -0.498  -4.543  -2.223  0.472
H  0.366  -4.301  -1.009  0.462
O  0.432  -4.598  -1.914  -0.933
H  -1.237  -0.464  -0.879  0.508
H  -1.113  -2.037  -0.666  0.477
O  -1.679  -1.328  -0.941  -0.999
H  -1.232  2.339  0.296  0.499
H  -2.486  3.382  0.037  0.473
O  -2.137  2.485  -0.083  -0.982
H  -3.265  -0.046  -3.925  0.484
H  -2.288  0.993  -3.198  0.498
O  -2.432  0.060  -3.470  -0.973
H  -4.892  -0.818  0.926  0.465
H  -3.845  0.096  0.401  0.478
O  -4.308  -0.105  1.218  -0.943
H  -0.466  -0.453  -3.706  0.503
H  0.833  -0.824  -4.230  0.489
O  0.448  -0.243  -3.506  -0.987
H  0.485  0.725  -0.399  0.480
H  0.197  0.656  -1.873  0.509
O  -0.215  0.928  -1.019  -0.967
H  2.101  -1.552  -1.862  0.466
H  2.666  -0.174  -1.644  0.483
O  2.881  -1.124  -1.478  -0.953
H  -4.349  -2.265  -0.737  0.479
H  -3.515  -2.953  0.319  0.465
O  -4.120  -3.117  -0.396  -0.964
H  3.250  2.406  -1.899  0.475
H  4.582  1.690  -1.530  0.489
O  3.645  1.562  -1.660  -0.955
H  -3.285  -1.062  -1.703  0.518
H  -4.453  -1.270  -2.779  0.469
O  -4.186  -0.862  -1.961  -0.990

Record 3
# C5H34O13S

A 13-piece molecular cluster, C5H34O13S overall in a non-equilibrium geometry (ωB97M-V/def2-TZVPD, the Open Molecules 2025 dataset).

Computed properties:
* charge: 0
* Kohn-Sham gap: 9.203 eV
* total energy: -43190.024 eV

Each line ends with the natural charge from an NBO analysis.
CARTESIAN COORDINATES (ANGSTROEM)
O  4.503  -0.845  1.070  -0.543
C  4.184  0.118  1.717  0.463
C  2.809  0.768  1.700  -0.531
C  2.847  2.291  1.826  -0.427
C  1.796  3.022  0.993  -0.492
S  0.211  3.194  1.987  0.140
C  -0.885  4.204  0.989  -0.764
H  4.944  0.699  2.259  0.111
H  2.381  0.313  2.612  0.230
H  2.112  0.524  0.902  0.245
H  2.712  2.492  2.894  0.221
H  3.804  2.751  1.560  0.217
H  2.138  4.054  0.858  0.210
H  1.572  2.649  0.006  0.242
H  -1.651  4.552  1.683  0.238
H  -0.492  5.067  0.449  0.222
H  -1.319  3.685  0.123  0.213
H  2.669  -1.454  -4.551  0.473
H  2.444  -1.612  -2.967  0.507
O  2.024  -1.514  -3.847  -1.008
H  -4.670  -2.363  0.526  0.489
H  -3.866  -1.348  -0.535  0.511
O  -3.928  -1.811  0.326  -1.030
H  0.184  -2.924  -0.251  0.497
H  1.158  -3.151  0.936  0.496
O  0.970  -3.394  0.043  -0.967
H  -2.325  -2.809  -1.262  0.479
H  -1.220  -2.322  -2.126  0.478
O  -1.460  -3.090  -1.590  -0.959
H  -0.134  0.152  -2.189  0.507
H  -0.156  -1.001  -3.344  0.512
O  -0.651  -0.352  -2.842  -1.035
H  -0.648  -3.350  2.679  0.488
H  0.571  -2.648  3.252  0.473
O  0.314  -3.355  2.660  -0.950
H  3.309  -1.293  -0.742  0.498
H  2.172  -2.350  -0.749  0.522
O  2.551  -1.594  -1.264  -1.027
H  -0.404  0.378  2.318  0.481
H  -1.447  -0.212  1.374  0.478
O  -0.690  -0.446  1.905  -0.962
H  0.562  -0.036  -0.333  0.496
H  1.764  0.248  -1.248  0.508
O  0.938  0.627  -0.926  -0.969
H  -3.994  0.623  -1.604  0.493
H  -3.510  -0.300  -2.667  0.515
O  -3.861  -0.314  -1.765  -0.968
H  -3.849  -0.632  1.941  0.495
H  -4.923  0.031  2.914  0.466
O  -4.153  -0.534  2.853  -0.974
H  -2.744  2.260  -3.735  0.478
H  -1.882  1.024  -3.327  0.509
O  -2.783  1.333  -3.492  -0.998

Record 4
# C5H35NO13

A 13-piece molecular cluster, C5H35NO13 overall in a non-equilibrium geometry (ωB97M-V/def2-TZVPD, the Open Molecules 2025 dataset).

Computed properties:
* charge: 0
* Kohn-Sham gap: 9.580 eV
* total energy: -33857.833 eV

Each line ends with the natural charge from an NBO analysis.
CARTESIAN COORDINATES (ANGSTROEM)
C  -1.312  -3.504  -1.997  -0.640
C  -1.572  -3.005  -0.589  -0.385
C  -0.357  -1.864  -0.459  -0.511
C  -0.551  -1.314  0.891  0.743
N  -1.627  -0.399  1.069  -0.661
C  -2.358  0.172  -0.063  -0.418
O  0.270  -1.429  1.785  -0.703
H  -0.967  -2.647  -2.742  0.243
H  -2.242  -3.903  -2.469  0.221
H  -0.407  -4.188  -2.027  0.210
H  -2.512  -2.472  -0.477  0.202
H  -1.536  -3.686  0.311  0.213
H  -0.518  -1.009  -1.174  0.221
H  0.625  -2.323  -0.676  0.240
H  -1.817  -0.200  2.029  0.420
H  -2.912  1.112  0.208  0.216
H  -3.061  -0.642  -0.372  0.208
H  -1.757  0.439  -0.925  0.196
H  1.541  -1.976  0.646  0.490
H  1.932  -3.255  1.378  0.470
O  2.401  -2.516  0.835  -0.989
H  -3.800  1.227  3.796  0.484
H  -3.125  1.649  2.463  0.459
O  -3.993  1.764  2.956  -0.940
H  2.337  0.004  0.297  0.469
H  1.319  1.096  -0.084  0.518
O  1.529  0.066  -0.159  -0.995
H  0.235  0.373  -2.332  0.455
H  0.805  1.726  -2.367  0.495
O  0.217  1.124  -2.894  -0.969
H  -0.807  -0.189  3.906  0.492
H  -0.732  1.315  4.168  0.482
O  -1.320  0.565  3.858  -0.966
H  2.986  3.126  -2.728  0.464
H  3.248  1.706  -3.201  0.483
O  3.698  2.413  -2.692  -0.947
H  -2.582  -0.554  -4.206  0.480
H  -1.764  -0.050  -2.944  0.486
O  -2.181  -0.802  -3.411  -0.962
H  2.528  -1.981  -1.985  0.458
H  2.807  -0.737  -1.562  0.450
O  2.975  -1.143  -2.293  -0.909
H  0.795  0.956  3.251  0.440
H  1.055  -0.432  2.952  0.503
O  1.286  0.254  3.624  -0.967
H  2.519  3.018  2.371  0.514
H  2.753  1.539  1.641  0.499
O  2.287  2.320  1.579  -0.977
H  2.100  3.269  -0.828  0.491
H  0.606  3.119  -0.769  0.507
O  1.383  2.791  -1.128  -0.967
H  -1.004  3.061  1.196  0.489
H  0.653  2.814  1.482  0.511
O  -0.077  3.201  0.861  -1.015

Among the records above, which one has the highest total energy?
C5H34N2O12